Entry 1:
Density functional theory data (the ωB97M-V functional and the def2-TZVPD basis) for an isolated molecule of C4H9NO.

Values from the calculation:
Total energy = -287.7360 a.u.
HOMO level = -9.49 eV
LUMO = 0.9 eV
SMILES = CC/C(C)=N\O
Orbital gap = 10.36 eV
Energy relative to the best compared isomer or geometry (same formula, charge and spin) = 60.54 kcal per mole

Geometry as ORCA input:
```
! wB97M-V def2-TZVPD RIJCOSX def2/J DEFGRID3
* xyz 0 1
O -0.1906 -1.7647 1.5460
N 0.4662 -0.5200 1.6546
C 0.1225 -0.4896 -0.7809
C -1.3847 -0.2636 -1.0309
C 0.6112 0.0790 0.5344
C 1.3045 1.4225 0.6159
H -1.6530 0.7912 -0.9139
H -1.6580 -0.5690 -2.0459
H -2.0445 -0.8296 -0.3587
H 2.3853 1.3071 0.7600
H 1.1489 2.0254 -0.2833
H 0.3495 -1.5621 -0.7772
H 0.9244 1.9736 1.4794
H 0.6911 -0.0384 -1.6013
H -1.0728 -1.5617 1.2017
*
```

Entry 2:
Density functional theory data (the ωB97M-V functional and the def2-TZVPD basis) for an isolated molecule of H4N2O3.

Values from the calculation:
Total energy = -337.3994 a.u.
HOMO level = -9.35 eV
LUMO = 0.8 eV
SMILES = [O-][N@@H+](O)NO
Orbital gap = 10.12 eV
Energy relative to the best compared isomer or geometry (same formula, charge and spin) = 0.00 kcal per mole

Geometry as ORCA input:
```
! wB97M-V def2-TZVPD RIJCOSX def2/J DEFGRID3
* xyz 0 1
O 1.2493 1.0910 0.3406
O 1.2027 -0.6494 -1.1266
O -1.7915 -0.1340 0.6397
N 0.9047 -0.2559 0.0127
N -0.7920 -0.3295 -0.3026
H 0.9343 1.6171 -0.4099
H -2.0666 0.7970 0.5288
H -0.8361 -1.3271 -0.5152
H 1.1953 -0.8092 0.8325
*
```

Entry 3:
Density functional theory data (the ωB97M-V functional and the def2-TZVPD basis) for an isolated molecule of C2H6N4O2.

Values from the calculation:
Total energy = -449.0844 a.u.
HOMO level = -8.30 eV
LUMO = 0.9 eV
SMILES = N/N=C/O/N=C/NO
Orbital gap = 9.24 eV
Energy relative to the best compared isomer or geometry (same formula, charge and spin) = 148.60 kcal per mole

Geometry as ORCA input:
```
! wB97M-V def2-TZVPD RIJCOSX def2/J DEFGRID3
* xyz 0 1
O -0.2809 -0.6750 0.2208
O 3.3850 0.8996 -0.1399
N 0.7830 -0.0332 0.0477
N -3.6515 0.3103 -0.2308
N -2.5950 -0.5576 0.0302
N 3.1071 -0.4860 0.1798
C -1.5104 0.0623 0.2461
C 1.7583 -0.7999 -0.2025
H -1.4429 1.2458 0.1142
H 3.7161 -0.9189 -0.4963
H -4.6049 0.0548 0.1655
H 1.6391 -1.8140 -0.5168
H -3.4086 1.4215 -0.1652
H 3.1058 1.2904 0.7473
*
```